Entry 1:
DFT (ωB97M-V/def2-TZVPD) results for a single C5H6S3 molecule at a distorted geometry.

Calculated values
* HOMO: -9.2 eV
* total charge: 0
* energy relative to the best compared isomer or geometry (same formula, charge and spin): 63.59 kcal per mole
* E_LUMO: 0.617 eV
* calculated total energy: -37785.0351 eV
* Kohn-Sham gap: 9.79 eV

Each line ends with the Löwdin charge.
Element x y z (Å)
C (0.069, 1.174, 2.159)  0.139
C (-0.029, 0.359, 1.288)  -0.210
C (-0.136, -0.621, 0.249)  -0.806
S (-0.130, -2.349, 0.815)  0.807
C (0.477, -0.345, -1.128)  -0.639
S (1.288, 1.206, -1.487)  0.773
C (-1.017, -0.369, -0.956)  -0.671
S (-2.111, 1.039, -1.097)  0.758
H (0.134, 1.918, 2.947)  0.049
H (1.142, -2.354, 1.246)  -0.120
H (0.874, -1.209, -1.662)  0.098
H (2.349, 0.985, -0.739)  -0.140
H (-1.500, -1.272, -1.361)  0.098
H (-1.411, 1.840, -0.273)  -0.137

---

Entry 2:
DFT (ωB97M-V/def2-TZVPD) results for a single C5H6Si molecule at a distorted geometry.

Calculated values
* HOMO (alpha / beta): -6.8 / -8.9 eV
* total charge: 0
* energy relative to the best compared isomer or geometry (same formula, charge and spin): 8.27 kcal per mole
* E_LUMO (alpha / beta): 0.603 / -1.573 eV
* calculated total energy: -13150.2790 eV
* Kohn-Sham gap (alpha / beta): 7.40 / 7.36 eV
* 2S+1: 3

Each line ends with the Löwdin spin population.
Element x y z (Å)
C (-0.260, 1.477, 0.067)  0.633
C (1.759, 1.082, 0.017)  0.734
C (-1.020, 0.352, 0.117)  0.111
C (-0.395, -0.779, -0.840)  0.198
C (-0.559, -1.014, 0.601)  0.123
Si (1.290, -0.665, 0.188)  0.078
H (-0.505, 2.510, -0.265)  0.039
H (2.121, 1.578, 0.808)  0.059
H (-2.041, 0.326, -0.036)  -0.002
H (-0.957, -1.224, -1.591)  0.018
H (-1.187, -1.591, 1.085)  0.015
H (1.754, -2.052, -0.151)  -0.007